Record 1
{
  "formula": "C5H16NO2",
  "method": "wB97M-V/def2-TZVPD",
  "lumo_ev": [-8.1, -13.4],
  "total_charge": 2,
  "s_squared": 0.76,
  "gap_ev": [10.9, 5.7],
  "e_tot_ev": -11008.259,
  "spin_multiplicity": 2,
  "largest_force_ev_per_a": 1.89,
  "de_lowest_kj_mol": 243.20,
  "species": ["C", "C", "C", "C", "C", "N", "H", "H", "H", "H", "H", "H", "H", "H", "H", "H", "H", "H", "H", "H", "O", "H", "H", "O"],
  "xyz": [[1.2945, 1.8186, 0.2889], [1.3943, 0.8002, 1.4238], [1.0886, -0.6837, 1.0681], [-0.2533, -1.1255, 1.6199], [-2.0145, -2.4928, 0.6317], [-0.7908, -2.3078, 0.9123], [2.0343, 1.6893, -0.4982], [0.2096, 1.6905, -0.1103], [1.3270, 2.8460, 0.6545], [2.4217, 0.9119, 1.8015], [0.7004, 1.1585, 2.1485], [1.1917, -0.7875, -0.0146], [1.9599, -1.2494, 1.3992], [-0.1900, -1.4655, 2.6308], [-0.9324, -0.2894, 1.7734], [-2.3602, -3.4346, 0.2234], [-2.7891, -1.7721, 0.8570], [-0.0490, -2.8486, 0.4694], [-0.3117, 1.2832, -1.5508], [-1.6157, 2.0783, -1.7510], [-1.2212, 1.3778, -1.1818], [1.0894, 1.0621, -3.6418], [0.6986, 2.4863, -3.5896], [0.3199, 1.6123, -3.4270]],
  "forces_ev_per_a": [[1.3695, 0.0198, 0.7455], [-1.1151, -0.2760, -1.1559], [1.2713, 0.8996, -0.2680], [0.3161, -0.1400, 0.4386], [-0.4757, -0.7977, 0.1446], [-0.0374, 1.7065, -0.8152], [-0.2976, -0.1063, -0.3438], [-0.7194, 0.2084, 0.0583], [-0.2278, 0.0789, -0.1513], [0.1597, 0.1133, -0.0400], [-0.2182, 0.0736, 1.0783], [-0.5160, 0.0068, -0.1914], [-0.3927, -0.4667, 0.4780], [0.6526, -0.3731, 0.8719], [-0.6171, -0.1453, -0.9955], [0.3116, -0.0407, -0.4621], [0.1902, 0.2470, 0.4389], [-0.3127, -0.8142, 0.4482], [-0.3378, -0.2847, -1.3174], [0.0554, 0.1828, 0.3472], [0.8204, -0.0714, 0.4631], [-0.3535, -0.2853, -0.1604], [-0.3281, 0.3033, -0.1181], [0.8026, -0.0384, 0.5063]],
  "lowdin_charge": [0.02, -0.16, -0.15, -0.12, 0.22, 0.07, 0.11, 0.12, 0.12, 0.17, 0.11, 0.12, 0.13, 0.14, 0.14, 0.14, 0.14, 0.19, 0.04, 0.15, 0.17, 0.08, 0.08, -0.03]
}

=====

Record 2
{
  "formula": "C7H22FN2O7",
  "method": "wB97M-V/def2-TZVPD",
  "lumo_ev": 3.2,
  "total_charge": -1,
  "gap_ev": 9.4,
  "e_tot_ev": -27648.517,
  "largest_force_ev_per_a": 3.18,
  "species": ["F", "C", "O", "N", "N", "H", "H", "H", "H", "C", "C", "O", "O", "H", "H", "H", "H", "H", "H", "C", "C", "O", "O", "H", "H", "H", "H", "H", "H", "C", "C", "O", "O", "H", "H", "H", "H", "H", "H"],
  "xyz": [[-0.1502, -0.0657, -0.2896], [0.3698, 3.2396, -2.0353], [0.4325, 4.3279, -2.5540], [1.5021, 2.5118, -1.6431], [-0.6843, 2.5997, -1.6213], [1.3644, 1.5819, -1.2676], [2.2144, 2.4727, -2.3398], [-0.5940, 1.6939, -1.2385], [-1.5189, 3.0973, -1.5286], [-1.9790, -2.4759, 0.9875], [-0.6193, -2.7933, 1.6294], [0.4158, -2.9944, 0.7466], [-2.3486, -1.1156, 0.8253], [-2.6949, -2.9189, 1.6427], [-2.0120, -3.0803, 0.0471], [-0.7762, -3.7959, 2.0225], [-0.4461, -2.0172, 2.4113], [0.7127, -2.1087, 0.3702], [-1.6630, -0.6677, 0.2842], [-0.2209, -1.2256, -3.2625], [0.9284, -2.0512, -2.6911], [1.6795, -1.3346, -1.7618], [-1.3693, -1.0287, -2.3726], [-0.5418, -1.7549, -4.1783], [0.1632, -0.2423, -3.5575], [1.5998, -2.3499, -3.4699], [0.6009, -3.0029, -2.2702], [1.1019, -0.7014, -1.2535], [-1.0224, -0.7559, -1.5218], [1.0717, 1.1262, 2.8943], [0.5791, 2.6004, 3.0923], [-0.5553, 2.7904, 3.9308], [0.0663, 0.2609, 2.4172], [1.2990, 0.7660, 3.8756], [1.9557, 1.0788, 2.2539], [0.4718, 3.0685, 2.0818], [1.4377, 3.0042, 3.6147], [-0.8320, 1.9253, 4.2736], [0.0614, 0.3354, 1.4558]],
  "forces_ev_per_a": [[0.3927, 0.4484, 0.0558], [2.5643, -0.4091, 0.7910], [-0.1304, 0.8161, -0.7291], [0.9074, -0.1468, -0.3239], [-2.0352, -0.3892, 0.0832], [-0.3310, 0.1036, 0.0107], [0.5576, 0.3532, -0.3094], [-0.1977, -1.0679, 0.6245], [-1.3744, 0.5221, 0.0150], [0.5899, -0.1211, -0.8084], [-1.6409, 0.3934, 0.6333], [1.9129, 1.9790, -1.5863], [0.3414, -0.3946, -0.2547], [-0.8669, -0.1340, 0.5575], [-0.0810, 0.6081, 0.2204], [0.0148, -0.0205, 0.7369], [0.2244, -0.6947, -0.3255], [-0.5662, -1.5375, 0.5447], [-0.1714, -0.2246, 0.4737], [-0.7911, -0.3291, 0.3851], [-0.7890, 0.2379, 0.3565], [0.3996, 1.0416, 1.0244], [0.7857, -0.9969, -2.0827], [-0.3771, 0.3379, 0.4165], [0.0905, -0.0319, -0.0490], [0.4767, 0.0925, -0.8719], [-0.5421, -0.0216, 0.2587], [0.1740, -0.8209, -0.3196], [0.4360, 0.3657, 0.5454], [-1.6446, 0.6487, -0.0494], [1.0117, -0.9633, -0.7632], [0.0905, -0.6119, -0.2708], [0.2677, 0.2614, 0.3472], [0.5308, -0.3450, 0.7519], [0.1204, 0.3283, 0.1036], [-0.2940, -0.1065, 0.9256], [0.3106, 0.8294, -0.0760], [0.0333, 0.2609, -0.3809], [-0.3999, -0.2614, -0.6609]],
  "lowdin_charge": [-0.43, -0.72, 0.02, 0.14, 0.19, 0.06, 0.08, 0.06, 0.10, -0.26, -0.30, -0.08, -0.09, 0.09, 0.12, 0.11, 0.11, 0.09, 0.03, -0.21, -0.28, -0.10, -0.09, 0.11, 0.11, 0.10, 0.11, 0.03, -0.01, -0.24, -0.24, -0.07, -0.09, 0.10, 0.12, 0.12, 0.09, 0.08, 0.03]
}

=====

Record 3
{
  "formula": "C5H7N",
  "method": "wB97M-V/def2-TZVPD",
  "lumo_ev": 0.8,
  "smiles": "C=CN=C=CC",
  "total_charge": 0,
  "gap_ev": 9.4,
  "e_tot_ev": -6785.476,
  "largest_force_ev_per_a": 4.53,
  "de_lowest_kj_mol": 292.97,
  "species": ["C", "C", "N", "C", "C", "C", "H", "H", "H", "H", "H", "H", "H"],
  "xyz": [[-2.5016, -0.2478, 0.4872], [-2.0899, 0.9635, 0.0131], [-0.8512, 0.9533, -0.6907], [0.1029, 0.2101, -0.4068], [1.1471, -0.5285, -0.4431], [2.5337, -0.1939, 0.1471], [-3.5425, -0.3605, 0.7113], [-1.8977, -1.1384, 0.2302], [-2.5443, 1.8961, 0.0437], [1.1556, -1.4688, -0.8870], [2.6780, 0.9195, 0.5191], [3.1794, -0.1975, -0.7008], [2.6305, -0.8072, 0.9767]],
  "forces_ev_per_a": [[-0.0596, 1.5823, -1.7338], [1.8275, -4.0290, 0.5117], [0.9754, -0.2110, 0.6296], [-2.3101, 1.7807, -1.3156], [2.2960, 1.0606, 1.4558], [-1.8880, 4.0681, -0.6252], [-0.2701, -0.2383, 0.7536], [-0.4928, 0.6293, 0.4757], [-1.0849, 1.2941, 0.1525], [-0.5312, -1.5181, -0.8455], [-0.8537, -2.1067, -0.5731], [1.1310, -0.9093, -0.1139], [1.2604, -1.4027, 1.2282]],
  "lowdin_charge": [0.02, -0.18, 0.07, -0.14, -0.14, -0.08, 0.04, 0.07, 0.07, 0.08, 0.11, 0.05, 0.03]
}

=====

Record 4
{
  "formula": "C6H10S2",
  "method": "wB97M-V/def2-TZVPD",
  "lumo_ev": -0.3,
  "smiles": "CC[C@H]1CC(=S)[C@H]1S",
  "total_charge": 0,
  "gap_ev": 8.3,
  "e_tot_ev": -28050.336,
  "largest_force_ev_per_a": 5.72,
  "de_lowest_kj_mol": 386.32,
  "species": ["C", "C", "C", "C", "C", "S", "C", "S", "H", "H", "H", "H", "H", "H", "H", "H", "H", "H"],
  "xyz": [[0.3346, 1.0947, -2.1394], [-0.2588, 1.0250, -0.7786], [0.5387, 0.3125, 0.2695], [-0.1029, 0.3913, 1.6506], [0.3233, -1.0318, 1.8407], [0.8765, -1.9798, 2.8674], [0.2907, -1.2686, 0.3664], [-1.0836, -2.3734, -0.4850], [1.3971, 1.5606, -2.1084], [-0.2193, 1.4791, -2.9359], [0.3558, -0.0921, -2.4003], [-0.8191, 2.0800, -0.4800], [-1.3129, 0.3296, -0.9829], [1.6462, 0.6470, 0.5072], [0.2225, 1.2149, 2.4989], [-1.2455, 0.4002, 1.8674], [0.9949, -1.9850, 0.1128], [-1.9382, -1.8043, 0.3298]],
  "forces_ev_per_a": [[3.1686, -3.4232, 0.3107], [-5.3962, 1.3451, -0.6895], [-0.5498, 0.7365, 0.2699], [-0.8172, 1.9009, 4.6417], [-2.5926, 2.1342, -3.1459], [1.9541, -3.1280, 4.3670], [-0.2971, -0.2027, -1.0805], [1.2475, 1.9411, 0.9655], [-1.6574, -0.9415, -0.3193], [-1.1054, 1.0842, -0.8436], [0.8212, 2.6416, 0.1228], [1.9704, -2.4193, -0.1691], [2.7971, 1.7812, 0.9584], [-1.9558, -0.9121, -1.3068], [-0.2383, -2.0128, -2.2772], [1.5184, 0.0306, -1.4671], [2.2922, -0.5543, -0.5606], [-1.1598, -0.0016, 0.2235]],
  "lowdin_charge": [-0.15, -0.33, -0.31, -0.20, -0.97, 0.85, -0.53, 0.72, 0.10, 0.03, 0.12, 0.16, 0.14, 0.19, 0.16, 0.15, 0.03, -0.18]
}